1.
Density functional theory data (ωB97M-V with the def2-TZVPD basis set) for a cluster of 4 separate species, C4H16O4 in total.

Results
HOMO = -9.729 eV
HOMO-LUMO gap = 0.381 Eh
structure (SMILES) = CO.CO.CO.CO

```
! RIJCOSX wB97M-V def2-TZVPD def2/J DEFGRID3
* xyz 0 1
C -1.746 -0.228 -1.809
O -1.098 -0.604 -0.594
H -2.749 -0.645 -1.819
H -1.807 0.862 -1.857
H -1.188 -0.600 -2.674
H -0.315 -0.051 -0.445
C 2.574 0.749 0.440
O 1.590 0.298 -0.474
H 2.334 0.323 1.414
H 3.596 0.442 0.207
H 2.588 1.840 0.487
H 1.982 0.033 -1.311
C 1.148 -3.118 0.357
O 0.634 -2.903 -0.948
H 0.353 -3.356 1.068
H 1.863 -3.936 0.334
H 1.656 -2.213 0.707
H -0.084 -2.256 -0.846
C -1.549 2.566 1.383
O -2.707 2.855 0.618
H -1.621 2.799 2.448
H -1.257 1.516 1.269
H -0.734 3.159 0.968
H -3.461 2.469 1.075
*
```

***

2.
Density functional theory data (ωB97M-V with the def2-TZVPD basis set) for the molecule C5H10ClNS.

Results
HOMO = -8.756 eV
HOMO-LUMO gap = 0.352 Eh
structure (SMILES) = CS[C@H]1CN[C@H]1CCl

```
! RIJCOSX wB97M-V def2-TZVPD def2/J DEFGRID3
* xyz 0 1
C 2.849 -1.238 0.130
S 1.143 -1.034 -0.413
C 0.679 0.338 0.674
C 1.316 1.696 0.289
N 0.076 2.148 -0.381
C -0.652 1.024 0.271
C -1.657 0.331 -0.637
Cl -2.563 -0.927 0.257
H 3.409 -0.374 -0.061
H 2.865 -1.546 1.168
H 3.304 -2.047 -0.400
H 0.756 0.021 1.708
H 1.542 2.336 1.181
H 2.261 1.641 -0.403
H 0.150 1.976 -1.365
H -1.206 1.399 1.131
H -2.376 1.065 -0.969
H -1.160 -0.121 -1.437
*
```

***

3.
Density functional theory data (ωB97M-V with the def2-TZVPD basis set) for a structure of composition C28H36Cl5N4O5P2S3W.

Results
HOMO (alpha / beta) = -6.830 / -6.650 eV
HOMO-LUMO gap (alpha / beta) = 0.252 / 0.238 Eh

```
! RIJCOSX wB97M-V def2-TZVPD def2/J DEFGRID3
* xyz 0 2
W 0.059 0.267 0.059
O 0.977 1.308 -1.590
N 1.147 0.671 -2.751
C 1.173 1.416 -3.877
C 1.436 0.835 -5.086
C 1.672 -0.543 -5.135
C 1.618 -1.281 -3.981
C 1.338 -0.669 -2.748
S 1.246 -1.493 -1.248
H 0.973 2.468 -3.732
H 1.454 1.454 -5.970
H 1.888 -1.026 -6.079
H 1.784 -2.348 -3.982
Cl -0.661 -3.433 0.968
C 0.604 -2.564 1.793
C 0.833 -1.230 1.476
C 1.925 -0.664 2.111
Cl 2.220 0.988 1.597
C 2.755 -1.293 3.018
Cl 4.085 -0.470 3.723
C 2.454 -2.612 3.351
Cl 3.408 -3.438 4.518
C 1.376 -3.248 2.734
Cl 1.015 -4.882 3.144
C -1.516 1.693 3.069
P -1.624 0.304 1.895
C -1.971 -1.065 3.043
C -3.263 0.554 1.093
C -3.396 -0.433 -0.067
P -1.923 -0.280 -1.163
C -2.027 -1.774 -2.195
C -2.440 1.036 -2.319
H -2.380 1.695 3.738
H -1.470 2.633 2.525
H -0.608 1.564 3.663
H -2.787 -0.768 3.704
H -1.088 -1.272 3.648
H -2.253 -1.965 2.503
H -3.290 1.585 0.731
H -4.063 0.427 1.826
H -4.317 -0.281 -0.635
H -3.400 -1.462 0.307
H -3.048 -1.908 -2.560
H -1.720 -2.643 -1.615
H -1.352 -1.677 -3.046
H -3.394 0.797 -2.794
H -1.675 1.164 -3.088
H -2.520 1.978 -1.774
C -1.904 2.500 -6.621
C -1.360 3.539 -5.680
C -0.159 4.189 -5.944
C 0.359 5.123 -5.056
C -0.337 5.419 -3.895
C -1.539 4.783 -3.609
C -2.040 3.851 -4.502
S 0.295 6.664 -2.793
O -0.707 7.680 -2.674
O 1.624 6.962 -3.246
N 0.410 5.948 -1.343
C 1.272 4.768 -1.242
C 0.903 3.938 -0.015
C -0.536 3.442 -0.037
O -1.461 4.227 -0.216
O -0.754 2.183 0.178
H -1.511 2.631 -7.629
H -2.992 2.539 -6.669
H -1.625 1.498 -6.283
H 0.375 3.974 -6.863
H 1.294 5.630 -5.257
H -2.076 5.010 -2.696
H -2.980 3.358 -4.284
H -0.508 5.789 -0.925
H 2.308 5.096 -1.167
H 1.187 4.133 -2.130
H 1.025 4.545 0.886
H 1.584 3.095 0.039
N -1.331 0.771 6.715
C -0.442 -0.247 6.603
N -0.641 -1.286 7.443
S 0.798 -0.229 5.495
H -1.883 0.874 7.551
H -1.110 1.609 6.207
H -1.504 -1.395 7.947
H -0.063 -2.096 7.307
*
```

***

4.
Density functional theory data (ωB97M-V with the def2-TZVPD basis set) for the ion C11H19N2O with charge +1.

Results
HOMO = -12.163 eV
HOMO-LUMO gap = 0.329 Eh
structure (SMILES) = CC(C)=CC(C)(C)c1oc[nH+]c1CN

```
! RIJCOSX wB97M-V def2-TZVPD def2/J DEFGRID3
* xyz 1 1
C -1.186 1.009 1.521
C -2.182 0.612 0.472
C -3.547 0.807 1.056
C -1.896 -0.038 -0.660
C -0.520 -0.545 -1.153
C -0.399 -1.851 -0.430
C -0.497 -0.846 -2.672
C 0.684 0.372 -0.861
O 0.564 1.639 -1.173
C 1.550 2.314 -0.711
N 2.410 1.522 -0.087
C 1.830 0.282 -0.118
C 2.474 -0.850 0.586
N 3.426 -0.284 1.564
H -0.962 0.204 2.151
H -1.729 1.819 2.000
H -0.286 1.338 1.104
H -3.424 0.216 2.045
H -4.403 0.197 0.652
H -3.721 1.850 1.354
H -2.683 -0.281 -1.378
H 0.402 -2.476 -0.669
H -1.368 -2.422 -0.355
H -0.321 -1.836 0.753
H -1.219 -1.749 -2.813
H 0.478 -1.421 -2.906
H -0.811 -0.137 -3.467
H 1.790 3.361 -0.864
H 3.317 1.571 0.411
H 1.711 -1.678 0.951
H 2.948 -1.453 -0.220
H 4.346 -0.708 1.446
H 3.223 -0.539 2.471
*
```

***

| no. | strongest force on any atom (Eh/bohr) |
| --- | --- |
| 1 | 0.0144 |
| 2 | 0.0421 |
| 3 | 0.0038 |
| 4 | 0.0918 |